Record 1
# C5H8NO

An isolated ion of composition C5H8NO and charge +1 in a non-equilibrium geometry (ωB97M-V/def2-TZVPD, OMol25).

Summary:
LUMO ... -3.63 eV
Max |F| ... 3.90 eV/Å
Energy above the lowest of the compared OMol25 structures with the same formula, charge and spin ... 2.501 eV
Energy ... -324.9471 a.u.
SMILES ... C#C[C@@H]1[NH2+]CCO1
Kohn-Sham gap ... 11.35 eV
E_HOMO ... -14.98 eV

```
! wB97M-V def2-TZVPD RIJCOSX def2/J DEFGRID3
* xyz 1 1
C -2.847 -0.272 0.570
C -1.851 -0.144 -0.117
C -0.622 0.308 -0.837
N 0.454 -0.704 -0.827
C 1.411 -0.414 0.328
C 0.990 0.985 0.789
O 0.120 1.363 -0.329
H -3.737 -0.457 1.069
H -0.732 0.648 -1.868
H 1.012 -0.658 -1.691
H 0.188 -1.619 -0.682
H 2.432 -0.497 -0.094
H 1.224 -1.212 1.067
H 0.302 0.847 1.744
H 1.656 1.827 0.876
*
```

***

Record 2
# C5H8NO2

An isolated ion of composition C5H8NO2 and charge +1 in a non-equilibrium geometry (ωB97M-V/def2-TZVPD, OMol25).

Summary:
LUMO ... -3.77 eV
Max |F| ... 5.44 eV/Å
Energy above the lowest of the compared OMol25 structures with the same formula, charge and spin ... 2.075 eV
Energy ... -400.2160 a.u.
SMILES ... [NH3+][C@@H](O)/C=C\C=C=O
Kohn-Sham gap ... 9.00 eV
E_HOMO ... -12.76 eV

```
! wB97M-V def2-TZVPD RIJCOSX def2/J DEFGRID3
* xyz 1 1
N -0.906 -1.329 -0.942
C -1.082 -0.360 0.324
O -0.227 -0.956 1.239
C -0.780 1.099 0.063
C 0.404 1.620 0.109
C 1.847 1.258 0.190
C 2.243 0.028 0.015
O 2.620 -1.033 -0.235
H -1.809 -1.381 -1.609
H -0.604 -2.218 -0.519
H -0.221 -0.990 -1.534
H -2.117 -0.473 0.803
H -0.772 -1.483 1.792
H -1.660 1.678 0.051
H 0.320 2.713 -0.118
H 2.745 1.827 0.371
*
```

***

Record 3
# C5H8NO2S

An isolated ion of composition C5H8NO2S and charge +1 in a non-equilibrium geometry (ωB97M-V/def2-TZVPD, OMol25).

Summary:
LUMO (spin up / spin down) ... -5.39 / -5.39 eV
Max |F| ... 4.75 eV/Å
Energy above the lowest of the compared OMol25 structures with the same formula, charge and spin ... 6.191 eV
Energy ... -798.2498 a.u.
Kohn-Sham gap (spin up / spin down) ... 8.66 / 8.66 eV
E_HOMO (spin up / spin down) ... -14.05 / -14.05 eV

```
! wB97M-V def2-TZVPD RIJCOSX def2/J DEFGRID3
* xyz 1 1
C 1.112 -0.154 0.739
C 0.180 -1.202 0.501
C -0.791 -0.945 -0.706
C -1.384 1.076 0.676
C -0.065 1.398 0.026
N -1.054 0.513 -0.715
O 2.883 1.417 -0.158
O 3.614 -0.967 -0.064
S 2.606 0.011 -0.117
H 0.474 -2.189 0.151
H -0.236 -1.538 1.444
H -0.347 -1.154 -1.629
H -1.778 -1.406 -0.666
H -1.320 0.338 1.550
H -2.254 1.725 0.846
H 0.065 2.341 -0.408
H -1.704 0.736 -1.472
*
```

***

Record 4
# C5H8NO3P

A 2-piece molecular cluster, C5H8NO3P overall in a non-equilibrium geometry (ωB97M-V/def2-TZVPD, OMol25).

Summary:
LUMO ... 0.63 eV
Max |F| ... 5.01 eV/Å
Energy above the lowest of the compared OMol25 structures with the same formula, charge and spin ... 2.631 eV
Energy ... -817.1087 a.u.
Kohn-Sham gap ... 9.54 eV
E_HOMO ... -8.91 eV

```
! wB97M-V def2-TZVPD RIJCOSX def2/J DEFGRID3
* xyz 0 1
C -1.061 1.557 -0.178
C -1.343 2.187 -1.386
C -0.714 0.169 -1.947
C -0.612 0.280 -0.568
C -0.198 -0.801 0.381
N -0.736 -0.735 1.722
O 1.823 -2.554 1.269
O 2.227 -0.049 1.098
O -1.142 1.410 -2.442
P 1.498 -1.363 0.468
H -1.075 2.006 0.843
H -1.639 3.214 -1.652
H -0.658 -0.528 -2.702
H -0.648 -2.099 -0.242
H -0.093 -1.276 2.241
H -0.575 0.286 2.012
H 2.872 -0.396 1.805
H 2.073 -1.307 -0.722
*
```

***

Record 5
# C5H8NPS

An isolated molecule of C5H8NPS in a non-equilibrium geometry (ωB97M-V/def2-TZVPD, OMol25).

Summary:
LUMO (spin up / spin down) ... -1.29 / -1.77 eV
Max |F| ... 3.36 eV/Å
Energy above the lowest of the compared OMol25 structures with the same formula, charge and spin ... 3.907 eV
Energy ... -989.4419 a.u.
Kohn-Sham gap (spin up / spin down) ... 7.35 / 6.60 eV
E_HOMO (spin up / spin down) ... -8.64 / -8.36 eV

```
! wB97M-V def2-TZVPD RIJCOSX def2/J DEFGRID3
* xyz 0 1
C 1.253 1.277 -0.199
C -1.904 -0.303 0.049
C 1.243 -0.102 -0.689
C -0.974 -1.407 0.120
C 0.547 -0.991 0.380
N 2.352 1.726 0.230
P -3.445 0.199 -0.024
S -0.368 2.007 0.073
H 0.819 0.010 -1.736
H 2.185 -0.522 -0.779
H -1.113 -2.031 0.944
H -1.111 -1.911 -0.904
H 1.074 -1.891 0.591
H 0.524 -0.396 1.325
H 2.346 2.727 0.402
H -3.428 1.608 0.218
*
```

***

Record 6
# C5H8O

An isolated molecule of C5H8O (ωB97M-V/def2-TZVPD, OMol25).

Summary:
LUMO ... 0.94 eV
Max |F| ... 0.46 eV/Å
Energy above the lowest of the compared OMol25 structures with the same formula, charge and spin ... 3.449 eV
Energy ... -270.4311 a.u.
Kohn-Sham gap ... 9.32 eV
E_HOMO ... -8.38 eV

```
! wB97M-V def2-TZVPD RIJCOSX def2/J DEFGRID3
* xyz 0 1
O -1.717 1.122 -1.478
C -1.824 -0.183 -1.304
C -0.927 -0.653 -0.199
C 0.066 0.251 0.505
C 1.194 -0.393 1.268
C 1.476 0.353 -0.011
H -2.335 1.309 -2.196
H -1.646 -1.094 0.512
H -0.423 -1.524 -0.644
H -0.355 1.160 0.932
H 1.511 0.052 2.208
H 1.263 -1.480 1.241
H 1.979 1.314 0.057
H 1.740 -0.233 -0.890
*
```

***

Record 7
# C5H8O

C5H8O as an isolated structure in a non-equilibrium geometry (ωB97M-V/def2-TZVPD, OMol25).

Summary:
LUMO ... 1.10 eV
Max |F| ... 1.17 eV/Å
Energy above the lowest of the compared OMol25 structures with the same formula, charge and spin ... 2.501 eV
Energy ... -270.4660 a.u.
Kohn-Sham gap ... 10.24 eV
E_HOMO ... -9.13 eV

```
! wB97M-V def2-TZVPD RIJCOSX def2/J DEFGRID3
* xyz 0 1
C 1.627 -0.311 0.453
C 0.667 0.549 -0.325
C -0.607 0.066 -0.948
C -1.333 -0.840 0.046
O -1.251 0.143 1.099
C -0.660 1.047 0.186
H 1.087 -0.795 1.271
H 2.434 0.282 0.894
H 2.086 -1.091 -0.168
H 1.055 1.462 -0.772
H -0.881 0.187 -1.990
H -0.861 -1.789 0.328
H -2.380 -1.005 -0.222
H -0.999 2.083 0.183
*
```

***

Record 8
# C5H8O

A 2-piece molecular cluster, C5H8O overall (ωB97M-V/def2-TZVPD, OMol25).

Summary:
LUMO ... 0.44 eV
Max |F| ... 0.26 eV/Å
Energy above the lowest of the compared OMol25 structures with the same formula, charge and spin ... 6.327 eV
Energy ... -270.3254 a.u.
Kohn-Sham gap ... 8.58 eV
E_HOMO ... -8.14 eV

```
! wB97M-V def2-TZVPD RIJCOSX def2/J DEFGRID3
* xyz 0 1
C 1.304 0.648 -0.120
C 0.681 -0.601 0.498
C -0.344 -0.547 1.479
C -0.914 -0.348 0.228
C -0.918 0.929 -0.575
O 0.283 1.606 -0.265
H 2.078 1.092 0.514
H 1.747 0.375 -1.092
H -0.366 -1.476 -0.928
H 1.158 -1.561 0.231
H -0.601 -1.277 2.235
H -1.315 -1.285 -0.432
H -1.745 1.583 -0.287
H -0.986 0.686 -1.647
*
```

***

Record 9
# C5H8O

An isolated molecule of C5H8O (ωB97M-V/def2-TZVPD, OMol25).

Summary:
LUMO ... 1.09 eV
Max |F| ... 0.36 eV/Å
Energy above the lowest of the compared OMol25 structures with the same formula, charge and spin ... 0.781 eV
Energy ... -270.5292 a.u.
SMILES ... O[C@@H]1C=CCC1
Kohn-Sham gap ... 10.55 eV
E_HOMO ... -9.46 eV

```
! wB97M-V def2-TZVPD RIJCOSX def2/J DEFGRID3
* xyz 0 1
O -1.574 -0.320 1.641
C -1.008 0.025 0.388
C -0.433 -1.148 -0.366
C 0.740 -0.854 -0.920
C 1.140 0.578 -0.656
C 0.164 1.033 0.449
H -1.125 -1.118 1.948
H -1.824 0.470 -0.195
H -0.984 -2.079 -0.476
H 1.314 -1.514 -1.565
H 0.960 1.162 -1.568
H 2.198 0.700 -0.402
H -0.190 2.054 0.278
H 0.623 1.011 1.445
*
```

***

Record 10
# C5H8O

C5H8O as an isolated structure (ωB97M-V/def2-TZVPD, OMol25).

Summary:
LUMO ... 0.89 eV
Max |F| ... 0.35 eV/Å
Energy above the lowest of the compared OMol25 structures with the same formula, charge and spin ... 4.505 eV
Energy ... -270.3923 a.u.
Kohn-Sham gap ... 9.69 eV
E_HOMO ... -8.80 eV

```
! wB97M-V def2-TZVPD RIJCOSX def2/J DEFGRID3
* xyz 0 1
O 2.081 0.003 0.371
C 0.809 -0.405 0.766
C -0.212 0.731 1.038
C -1.019 0.394 -0.230
C 0.205 -0.211 -1.640
C -0.064 -0.896 -0.418
H 1.962 0.299 -0.554
H 0.916 -1.115 1.591
H 0.224 1.733 1.049
H -0.797 0.577 1.949
H -2.070 0.111 -0.165
H -0.902 1.157 -1.018
H -0.544 -0.529 -2.386
H -0.590 -1.851 -0.354
*
```

***

Record 11
# C5H8O

An isolated molecule of C5H8O in a non-equilibrium geometry (ωB97M-V/def2-TZVPD, OMol25).

Summary:
LUMO ... 1.10 eV
Max |F| ... 6.80 eV/Å
Energy above the lowest of the compared OMol25 structures with the same formula, charge and spin ... 3.926 eV
Energy ... -270.4136 a.u.
SMILES ... C1OC[C@H]2C[C@@H]12
Kohn-Sham gap ... 10.63 eV
E_HOMO ... -9.53 eV

```
! wB97M-V def2-TZVPD RIJCOSX def2/J DEFGRID3
* xyz 0 1
C 0.351 1.304 -0.123
O 1.413 0.511 0.561
C 1.262 -0.890 -0.058
C -0.281 -0.887 -0.248
C -1.241 -0.173 0.900
C -0.855 0.456 -0.511
H 0.030 2.276 0.427
H 0.777 1.544 -1.105
H 1.795 -1.178 -0.845
H 1.849 -1.421 0.671
H -0.648 -1.471 -0.954
H -2.259 -0.662 0.953
H -0.580 0.097 1.652
H -1.614 0.494 -1.320
*
```

***

Record 12
# C5H8O

C5H8O as an isolated structure (ωB97M-V/def2-TZVPD, OMol25).

Summary:
LUMO ... 1.05 eV
Max |F| ... 0.49 eV/Å
Energy above the lowest of the compared OMol25 structures with the same formula, charge and spin ... 5.323 eV
Energy ... -270.3623 a.u.
Kohn-Sham gap ... 9.38 eV
E_HOMO ... -8.33 eV

```
! wB97M-V def2-TZVPD RIJCOSX def2/J DEFGRID3
* xyz 0 1
C 1.135 -0.667 -1.341
C -0.215 -0.123 -1.642
C 0.087 -0.587 -0.238
C 0.432 0.446 0.780
C -0.895 0.423 2.032
O 0.389 -0.128 2.080
H 1.966 0.029 -1.280
H 1.393 -1.658 -1.702
H -0.900 -0.729 -2.229
H -0.303 0.949 -1.793
H -0.330 -1.541 0.090
H -0.698 1.217 1.113
H -1.092 1.091 2.874
H -1.698 -0.276 1.787
*
```

***

Record 13
# C5H8O

An isolated molecule of C5H8O in a non-equilibrium geometry (ωB97M-V/def2-TZVPD, OMol25).

Summary:
LUMO ... 0.91 eV
Max |F| ... 3.97 eV/Å
Energy above the lowest of the compared OMol25 structures with the same formula, charge and spin ... 2.618 eV
Energy ... -270.4617 a.u.
SMILES ... C=C[C@H]1C[C@H]1O
Kohn-Sham gap ... 9.95 eV
E_HOMO ... -9.04 eV

```
! wB97M-V def2-TZVPD RIJCOSX def2/J DEFGRID3
* xyz 0 1
C -2.582 -0.201 0.023
C -1.237 -0.529 0.050
C -0.235 0.444 -0.361
C 0.675 1.102 0.600
C 1.249 0.162 -0.471
O 1.774 -1.007 0.072
H -3.350 -0.842 0.327
H -2.877 0.690 -0.599
H -0.766 -1.313 0.685
H -0.489 1.110 -1.156
H 0.769 2.142 0.454
H 0.584 0.648 1.582
H 1.984 0.623 -1.142
H 2.731 -0.867 0.228
*
```

***

Record 14
# C5H8O

An isolated molecule of C5H8O (ωB97M-V/def2-TZVPD, OMol25).

Summary:
LUMO ... 0.79 eV
Max |F| ... 0.60 eV/Å
Energy above the lowest of the compared OMol25 structures with the same formula, charge and spin ... 3.701 eV
Energy ... -270.4219 a.u.
Kohn-Sham gap ... 8.87 eV
E_HOMO ... -8.07 eV

```
! wB97M-V def2-TZVPD RIJCOSX def2/J DEFGRID3
* xyz 0 1
O -0.806 0.658 2.214
C -0.387 1.260 1.120
C 1.241 -0.522 0.310
C 0.616 -0.633 -1.081
C -0.690 0.117 -1.133
C -1.110 0.878 -0.115
H -1.474 -0.037 2.043
H 1.090 0.503 0.734
H 2.325 -0.623 0.305
H 0.813 -1.250 1.013
H 1.304 -0.212 -1.827
H 0.462 -1.681 -1.380
H -1.278 0.067 -2.052
H -2.037 1.446 -0.198
*
```

***

Record 15
# C5H8O

C5H8O as an isolated structure in a non-equilibrium geometry (ωB97M-V/def2-TZVPD, OMol25).

Summary:
LUMO ... 1.06 eV
Max |F| ... 2.35 eV/Å
Energy above the lowest of the compared OMol25 structures with the same formula, charge and spin ... 3.895 eV
Energy ... -270.4148 a.u.
Kohn-Sham gap ... 10.36 eV
E_HOMO ... -9.30 eV

```
! wB97M-V def2-TZVPD RIJCOSX def2/J DEFGRID3
* xyz 0 1
C 1.520 -0.362 -0.406
C 0.075 -0.163 -0.073
C -0.890 -1.013 0.716
C -1.434 -0.092 -0.309
O -1.527 1.207 0.295
C -0.070 1.289 0.151
H 1.798 -0.056 -1.416
H 1.880 -1.375 -0.190
H 1.925 0.459 0.294
H -0.862 -2.060 0.410
H -1.130 -0.838 1.763
H -2.000 -0.294 -1.214
H 0.800 1.615 0.827
H 0.067 1.827 -0.797
*
```

***

Record 16
# C5H8O

A 2-piece molecular cluster, C5H8O overall (ωB97M-V/def2-TZVPD, OMol25).

Summary:
LUMO ... 0.29 eV
Max |F| ... 0.35 eV/Å
Energy above the lowest of the compared OMol25 structures with the same formula, charge and spin ... 4.254 eV
Energy ... -270.4016 a.u.
Kohn-Sham gap ... 8.42 eV
E_HOMO ... -8.14 eV

```
! wB97M-V def2-TZVPD RIJCOSX def2/J DEFGRID3
* xyz 0 1
C -1.076 -0.865 -0.329
C -1.490 0.517 0.118
C -0.247 1.360 0.174
C 0.937 0.752 0.348
C 0.992 -0.629 0.877
O -0.037 -1.374 0.556
H -1.879 -1.602 -0.286
H -0.653 -0.832 -1.339
H -2.215 0.933 -0.590
H -1.984 0.480 1.100
H -0.333 2.441 0.084
H 1.867 1.314 0.369
H 2.893 -1.277 -0.206
H 3.224 -1.218 -0.876
*
```

***

Record 17
# C5H8O

C5H8O as an isolated structure (ωB97M-V/def2-TZVPD, OMol25).

Summary:
LUMO (spin up / spin down) ... 0.89 / 0.96 eV
Max |F| ... 0.69 eV/Å
Energy above the lowest of the compared OMol25 structures with the same formula, charge and spin ... 6.553 eV
Energy ... -270.3171 a.u.
Kohn-Sham gap (spin up / spin down) ... 7.35 / 8.04 eV
E_HOMO (spin up / spin down) ... -6.46 / -7.08 eV

```
! wB97M-V def2-TZVPD RIJCOSX def2/J DEFGRID3
* xyz 0 1
C 1.514 -0.250 0.659
C 0.866 0.317 -0.530
C -0.608 0.115 -0.871
C -1.284 -0.826 0.135
O -1.288 0.260 1.117
C -1.128 1.156 0.052
H 1.270 -1.252 1.001
H 2.199 0.340 1.274
H 1.809 -0.525 -0.658
H 1.301 1.238 -0.916
H -0.854 0.072 -1.935
H -0.743 -1.708 0.494
H -2.311 -1.094 -0.147
H -0.746 2.152 0.286
*
```